[1]
C11H15AlClI2N2OP | the ωB97M-V functional and the def2-TZVPD basis

Geometry (Å):
C1 -2.013 0.809 3.002
Al1 -0.879 0.606 -1.160
H1 -2.858 2.778 2.520
N1 -2.303 1.979 2.239
H2 -2.906 1.222 4.992
H3 2.108 2.336 -2.918
H4 -0.905 -2.112 1.655
H5 -0.793 -0.531 -3.989
H6 -0.871 -2.580 4.198
H7 0.423 2.317 -3.381
C2 -1.911 -0.798 4.727
C3 2.904 -0.562 -3.058
H8 1.616 1.660 -4.526
C4 -1.936 1.804 0.964
H9 0.295 -1.905 -3.684
C5 0.260 -0.836 -3.952
C6 2.874 -2.300 2.391
H10 3.161 -0.421 -4.123
P1 1.215 0.081 -2.660
C7 -2.362 0.493 4.308
H11 0.680 -0.661 -4.954
C8 -1.415 -0.081 2.071
H12 3.646 -0.059 -2.433
N2 -1.424 0.576 0.781
I1 2.313 -2.625 0.086
C9 1.357 1.744 -3.455
H13 -1.978 2.564 0.179
H14 2.975 -1.624 -2.789
H15 -2.014 -1.139 5.771
C10 -1.298 -1.682 3.797
O1 3.173 -1.384 3.103
Cl1 -2.383 1.454 -2.296
I2 2.449 0.281 0.158
C11 -1.200 -1.405 2.438

As for the total energy: -61272.238 eV. The HOMO-LUMO gap (spin up / spin down) comes out at 0.2495 / 0.2057 Eh. The calculation puts the relative energy (zero: lowest compared OMol25 entry of this formula, charge and spin) at 41.3 kcal per mole. The highest occupied orbital energy (spin up / spin down) comes out at -15.252 / -14.461 eV. The calculation puts the lowest unoccupied orbital energy (spin up / spin down) at -0.31102 / -0.32579 Ha. As for the net charge: +2.

---

[2]
C3H4F2 | the ωB97M-V functional and the def2-TZVPD basis

Geometry (Å):
H1 -1.254 -0.653 1.183
C1 1.236 0.382 -0.140
C2 -0.004 0.676 0.045
H2 -0.445 -1.490 -0.263
H3 2.111 1.041 -0.359
H4 -0.411 1.740 -0.111
F1 1.663 -0.893 -0.189
C3 -0.878 -0.529 0.236
F2 -2.017 -0.274 -0.402

As for the total energy: -8609.051 eV. As for the SMILES: F/C=C\CF. The HOMO-LUMO gap comes out at 0.4169 Eh. The calculation puts the relative energy (zero: lowest compared OMol25 entry of this formula, charge and spin) at 24.5 kcal per mole. The highest occupied orbital energy comes out at -10.195 eV. The calculation puts the lowest unoccupied orbital energy at 0.04227 Ha.

---

[3]
C31H40AsClN4O8SSi2Ti | the ωB97M-V functional and the def2-TZVPD basis

Geometry (Å):
C1 1.994 1.322 2.336
C2 -2.718 -1.161 2.970
H1 -2.916 -4.286 1.714
O1 -6.111 4.534 -2.504
C3 -0.273 -4.356 -3.154
N1 1.490 0.915 1.142
H2 2.628 -1.653 1.475
H3 -3.214 -3.478 -2.017
C4 -3.645 1.416 -1.463
C5 -2.938 -2.163 2.014
N2 -5.104 4.831 -1.881
C6 -2.240 3.074 -0.320
N3 1.858 2.752 -0.357
H4 5.363 4.506 2.082
O2 -2.662 -0.636 -2.024
H5 3.997 -2.540 0.813
As1 -0.155 -2.876 0.089
H6 2.580 -1.056 -2.356
C7 -2.844 -4.438 -1.646
H7 -5.430 2.216 -2.340
H8 1.190 3.885 -2.024
Si1 -0.980 -4.479 -1.410
O3 -0.206 2.390 0.771
C8 -2.636 1.742 -0.492
H9 4.414 2.039 -2.610
H10 3.863 6.331 2.835
O4 2.111 0.556 3.282
C9 4.325 4.296 2.318
H11 -3.976 -0.979 0.573
H12 -2.286 -4.838 4.035
C10 3.142 -1.909 0.545
H13 -0.717 -5.147 -3.771
H14 2.278 -5.199 -1.520
H15 4.397 2.272 -0.863
C11 2.399 -2.130 -2.417
C12 -0.893 3.406 0.205
H16 -2.174 -0.676 4.995
H17 1.564 -2.282 -3.104
H18 -2.819 -0.125 2.673
O5 -4.782 -0.202 -2.707
H19 1.708 3.570 0.221
C13 4.477 2.792 -1.820
C14 2.156 5.045 3.033
H20 1.871 2.304 -2.388
S1 0.434 0.625 -1.289
Ti1 -1.675 -0.853 -0.527
C15 -2.770 -3.487 2.431
N4 -3.804 0.189 -1.980
H21 -3.103 -5.210 -2.382
H22 3.788 -4.580 -0.829
O6 -0.424 4.521 0.153
C16 -0.587 -6.211 -0.768
C17 -3.027 4.115 -0.814
H23 -1.159 -6.400 0.147
C18 -2.353 -1.464 4.274
H24 -0.533 -3.394 -3.605
C19 -3.278 -1.818 0.618
C20 0.933 1.739 0.062
H25 4.475 2.208 1.825
H26 0.470 -6.327 -0.530
C21 1.663 3.753 2.898
C22 3.349 3.809 -1.951
Cl1 -1.761 -3.185 6.295
C23 -2.209 -2.788 4.646
H27 3.285 -2.623 -2.838
H28 1.110 -0.020 1.167
C24 2.499 2.735 2.461
H29 -3.374 -4.677 -0.719
H30 5.462 3.266 -1.877
C25 3.833 3.007 2.178
C26 -2.413 -3.806 3.732
O7 -4.809 5.986 -1.608
C27 1.977 3.175 -1.745
C28 2.697 -4.600 -0.706
H31 -3.706 -2.651 0.067
C29 3.484 5.320 2.741
O8 -2.066 0.771 0.228
H32 0.813 -4.466 -3.190
H33 1.491 5.840 3.347
C30 -4.196 3.758 -1.460
C31 -4.539 2.457 -1.785
Si2 2.052 -2.819 -0.698
H34 0.620 3.540 3.092
H35 3.527 -0.979 0.114
H36 2.471 -5.101 0.239
H37 3.486 4.612 -1.218
H38 3.374 4.281 -2.939
H39 -0.863 -6.972 -1.508
H40 -2.728 5.142 -0.684

As for the total energy: -178204.366 eV. The HOMO-LUMO gap (spin up / spin down) comes out at 0.1858 / 0.1859 Eh. The calculation puts the relative energy (zero: lowest compared OMol25 entry of this formula, charge and spin) at 4.3 kcal per mole. The highest occupied orbital energy (spin up / spin down) comes out at -0.907 / -0.910 eV. The calculation puts the lowest unoccupied orbital energy (spin up / spin down) at 0.15251 / 0.15251 Ha. As for the net charge: -2.

---

[4]
C13H19N3 | the ωB97M-V functional and the def2-TZVPD basis

Geometry (Å):
H1 4.991 0.878 -1.235
C1 -0.209 0.206 0.290
H2 -4.284 1.503 -1.400
H3 3.421 -0.800 2.135
H4 -2.673 -3.139 -0.211
H5 -5.411 1.965 0.706
C2 -1.685 0.154 0.500
H6 -1.956 1.892 -0.705
C3 1.932 -0.059 0.738
H7 -0.851 -3.276 -1.817
C4 -2.386 0.891 -0.647
C5 -2.178 -2.207 -0.499
H8 -3.847 2.780 0.727
H9 -4.356 0.014 -0.468
H10 -2.769 -1.761 -1.300
C6 2.847 0.940 -1.263
H11 -3.208 -1.230 1.101
H12 0.434 -0.712 2.102
H13 -1.583 -1.754 1.510
N1 4.259 0.032 0.463
C7 3.216 -0.315 1.189
N2 0.669 -0.279 1.225
H14 -2.143 0.392 -1.584
C8 -3.903 1.006 -0.505
N3 0.392 0.726 -0.741
C9 4.077 0.633 -0.711
C10 -0.786 -2.535 -1.023
C11 1.734 0.582 -0.511
H15 -0.160 -2.943 -0.231
H16 2.751 1.428 -2.219
H17 -4.085 1.288 1.641
C12 -2.185 -1.289 0.724
C13 -4.335 1.807 0.719
H18 -1.882 0.698 1.434
H19 -0.302 -1.650 -1.427

As for the total energy: -18260.506 eV. As for the SMILES: CCCC(CCC)c1nc2ccncc2[nH]1. The HOMO-LUMO gap comes out at 0.3492 Eh. The calculation puts the relative energy (zero: lowest compared OMol25 entry of this formula, charge and spin) at 0.0 kcal per mole. The highest occupied orbital energy comes out at -8.872 eV. The calculation puts the lowest unoccupied orbital energy at 0.02318 Ha.

---

[5]
C45H104F9N8O7PS | the ωB97M-V functional and the def2-TZVPD basis

Geometry (Å):
H1 0.421 22.569 7.131
H2 6.551 9.119 9.039
H3 5.111 11.859 6.463
C1 5.802 11.913 15.329
H4 8.109 12.216 20.021
F1 6.917 12.573 9.666
O1 2.375 15.154 13.313
H5 0.543 12.822 9.221
H6 9.649 19.816 9.503
F2 4.576 16.652 11.808
H7 3.122 11.185 7.500
F3 8.592 14.055 9.688
F4 8.404 14.394 7.374
H8 -1.727 11.373 17.075
F5 4.351 15.255 10.092
C2 6.437 10.002 17.555
H9 6.574 13.722 14.510
C3 6.206 10.111 7.125
S1 2.531 14.902 11.871
H10 7.991 12.095 15.317
H11 4.184 8.924 10.547
H12 2.952 20.644 17.939
H13 5.401 7.445 8.783
H14 2.893 6.236 9.848
C4 1.765 15.620 7.597
C5 7.682 19.493 11.454
N1 0.727 12.878 16.926
C6 5.879 12.943 14.188
H15 2.881 10.162 14.143
H16 3.558 16.489 15.239
H17 2.777 9.022 9.504
C7 4.278 15.405 11.409
H18 3.167 11.371 9.919
H19 0.899 15.347 9.422
H20 3.225 18.684 9.367
C8 3.977 6.331 9.773
C9 8.541 12.081 19.031
F6 8.608 12.268 8.084
H21 2.455 14.163 16.736
C10 3.854 8.859 9.509
C11 1.366 15.652 6.125
H22 8.456 19.029 14.184
H23 1.051 12.940 7.551
H24 4.732 12.081 9.306
H25 2.652 12.602 14.885
H26 1.513 10.989 16.600
H27 3.910 7.460 7.855
H28 10.695 17.876 11.635
C12 4.992 10.779 6.550
O2 1.690 15.696 10.954
H29 2.243 13.392 8.839
C13 4.237 11.241 9.798
C14 4.318 7.533 8.863
N2 -0.850 18.428 11.950
N3 7.458 11.013 17.114
H30 0.689 16.501 6.021
F7 6.613 14.764 8.722
C15 8.394 17.445 12.700
H31 7.466 13.191 17.465
H32 0.052 11.241 15.720
H33 10.332 10.936 18.813
C16 10.189 18.894 9.723
H34 11.168 19.031 9.267
H35 1.790 19.654 7.609
H36 -0.034 20.875 6.811
H37 5.181 11.056 15.068
C17 0.035 21.653 7.576
C18 1.196 13.364 8.544
H38 -0.997 21.708 7.929
H39 6.354 9.149 6.634
H40 -1.778 17.992 11.962
C19 8.989 18.094 13.988
C20 1.716 12.079 14.682
H41 2.650 19.920 10.478
H42 8.972 9.565 16.838
C21 2.818 19.692 9.429
C22 -0.290 12.485 18.035
C23 2.010 13.468 17.445
H43 1.201 10.299 13.482
O3 1.459 17.164 16.244
H44 0.829 14.774 5.759
C24 7.410 12.250 18.013
H45 2.287 15.605 5.546
N4 8.573 18.298 11.399
C25 10.058 18.668 11.244
H46 1.096 18.138 12.994
P1 7.647 13.494 8.528
H47 4.359 6.498 10.779
H48 6.623 19.248 11.426
H49 2.419 11.270 12.861
N5 2.214 19.379 16.489
O4 -0.682 20.771 11.524
H50 5.424 10.342 17.363
H51 7.318 17.287 12.701
C26 6.020 9.977 8.635
C27 -2.191 20.203 13.271
H52 4.408 5.445 9.314
H53 -2.387 14.097 16.396
F8 6.536 12.948 7.432
H54 6.309 12.531 13.273
C28 7.211 11.399 15.619
H55 1.238 19.432 16.785
H56 6.433 10.819 9.192
H57 2.641 12.660 17.804
H58 -1.766 12.831 15.338
C29 8.906 17.118 15.165
C30 9.582 17.586 9.243
C31 0.080 17.756 12.945
C32 -1.186 19.912 12.177
H59 10.270 19.519 11.893
H60 7.886 17.067 15.550
H61 9.018 16.576 12.502
H62 8.246 16.365 10.464
C33 -1.571 13.390 16.253
H63 9.216 16.112 14.873
O5 2.663 16.271 8.014
H64 -0.039 14.898 16.867
H65 0.761 19.274 8.828
H66 7.939 20.135 10.613
H67 6.685 9.124 16.959
H68 3.166 17.551 13.944
H69 1.781 14.105 18.301
H70 4.801 10.417 5.540
H71 -2.088 19.605 14.175
H72 2.460 20.072 15.783
H73 5.383 12.410 16.207
C34 -0.152 13.983 16.289
C35 3.849 10.371 7.483
C36 3.208 19.619 17.677
F9 5.202 14.589 11.903
H74 9.308 17.706 8.193
N6 1.565 19.848 8.585
C37 -1.662 12.412 17.397
H75 4.931 13.410 13.930
H76 -2.434 12.634 18.129
C38 3.405 17.541 15.008
O6 1.101 21.907 9.695
H77 3.259 9.498 7.211
H78 4.236 19.619 17.323
H79 7.959 20.033 12.358
C39 2.095 10.833 13.809
H80 -0.392 17.928 13.912
H81 -0.279 13.222 18.836
N7 0.853 14.845 8.507
H82 -0.549 18.312 10.985
H83 4.307 18.142 15.134
C40 0.892 21.252 8.745
H84 -2.090 21.262 13.501
C41 9.257 10.802 18.712
H85 7.451 10.442 15.154
H86 10.007 18.434 13.802
H87 0.114 11.508 18.300
N8 4.508 10.086 8.837
O7 2.381 13.489 11.571
H88 9.489 11.262 16.609
H89 7.445 17.830 9.813
C42 8.941 10.572 17.249
C43 2.296 17.957 15.951
H90 8.849 9.997 19.321
H91 9.201 12.944 18.921
H92 1.067 12.717 14.086
H93 0.150 16.689 12.750
H94 9.583 17.326 15.993
H95 7.077 10.733 6.919
H96 0.222 14.249 15.300
H97 2.970 18.844 18.399
H98 -0.081 15.020 8.132
H99 6.457 12.360 18.534
H100 10.211 16.697 9.211
C44 1.003 11.716 15.966
C45 8.381 17.408 10.183
H101 3.485 20.432 8.992
H102 6.603 9.816 18.613
H103 4.851 11.039 10.672
H104 -3.166 20.024 12.807

As for the total energy: -119128.162 eV. The HOMO-LUMO gap comes out at 0.2694 Eh. The calculation puts the relative energy (zero: lowest compared OMol25 entry of this formula, charge and spin) at 90.4 kcal per mole. The highest occupied orbital energy comes out at -20.529 eV. The calculation puts the lowest unoccupied orbital energy at -0.48503 Ha. As for the net charge: +6.

---

[6]
C20H34FN2O6PSSb | the ωB97M-V functional and the def2-TZVPD basis

Geometry (Å):
H1 -3.561 -1.995 0.452
H2 0.340 4.085 -0.307
S1 0.567 -0.642 3.774
C1 0.053 -1.066 -1.984
C2 3.966 1.181 -3.087
O1 -7.057 -0.925 -1.699
O2 -0.886 -0.384 4.177
O3 1.478 0.398 4.381
H3 3.103 -3.718 -2.965
C3 -3.529 -1.120 1.190
H4 -2.050 0.358 1.949
O4 5.265 1.656 -0.757
H5 -4.765 1.010 -0.918
H6 -0.786 -0.313 -1.766
H7 -2.037 0.066 0.037
C4 4.551 2.109 -1.914
H8 0.119 1.714 -1.638
H9 -4.508 -0.832 -1.110
H10 -3.600 -1.521 2.278
C5 -7.196 -0.924 0.859
H11 0.775 2.636 3.039
H12 3.498 2.239 0.265
C6 1.568 -4.357 2.134
C7 2.129 -2.574 -1.191
H13 4.829 -0.684 0.233
H14 2.019 -5.328 2.562
H15 4.433 0.131 -3.150
H16 4.146 1.720 -4.103
C8 1.283 -3.111 1.791
H17 3.208 0.132 2.425
H18 4.972 1.631 1.349
C9 3.018 -0.609 1.543
H19 -8.324 -1.094 0.706
N1 -4.580 -0.073 0.976
H20 0.762 3.989 -2.104
H21 -0.320 -1.236 -4.273
C10 3.835 -0.073 0.285
O5 4.406 3.372 -2.043
H22 -4.240 0.848 1.303
P1 0.362 1.476 0.829
Sb1 0.855 -0.949 1.318
N2 1.409 -2.546 -3.799
H23 2.820 1.019 -3.035
H24 1.966 1.503 -1.118
F1 0.969 -2.120 4.564
H25 -6.649 -1.927 1.075
C11 -5.000 -0.020 -0.462
H26 -6.833 -0.396 -2.507
C12 0.366 -1.627 -3.420
H27 2.153 4.020 -0.846
H28 3.362 -0.163 -0.749
H29 -7.060 0.867 -0.519
C13 -6.624 -0.216 -0.491
H30 2.885 -2.993 -0.443
C14 -2.040 -0.420 1.099
H31 1.439 3.686 1.676
C15 0.964 2.003 -0.891
H32 2.406 2.182 2.282
C16 0.979 -1.526 -0.809
C17 4.347 1.481 0.399
H33 3.526 -1.599 1.892
H34 -7.090 -0.174 1.728
C18 1.099 3.631 -1.068
O6 -1.103 -1.501 1.262
C19 1.369 2.601 2.037
C20 2.239 -2.986 -2.702

As for the total energy: -65924.281 eV. The HOMO-LUMO gap comes out at 0.2767 Eh. The highest occupied orbital energy comes out at -5.098 eV. The calculation puts the lowest unoccupied orbital energy at 0.08940 Ha. As for the net charge: -1.

---

[7]
C3H5B | the ωB97M-V functional and the def2-TZVPD basis

Geometry (Å):
B1 -0.069 1.141 0.100
H1 1.749 0.111 0.649
H2 1.874 0.446 -1.022
C1 0.046 -0.634 -0.331
C2 1.182 0.341 -0.210
H3 0.188 -1.658 1.230
H4 -1.995 0.203 -1.002
C3 -1.192 0.141 -0.134
H5 -1.782 -0.091 0.720

As for the total energy: -3860.864 eV. The HOMO-LUMO gap (spin up / spin down) comes out at 0.2738 / 0.2739 Eh. The calculation puts the relative energy (zero: lowest compared OMol25 entry of this formula, charge and spin) at 117.1 kcal per mole. The highest occupied orbital energy (spin up / spin down) comes out at -7.942 / -7.944 eV. The calculation puts the lowest unoccupied orbital energy (spin up / spin down) at -0.01804 / -0.01802 Ha.

---

[8]
C17H15FN2 | the ωB97M-V functional and the def2-TZVPD basis

Geometry (Å):
C1 1.901 -1.401 2.173
C2 0.770 -0.614 2.367
H1 -1.278 -0.616 -0.332
C3 3.179 -0.959 2.502
H2 -5.091 -0.829 3.194
C4 0.946 0.686 2.887
C5 -1.838 -0.350 2.163
H3 1.775 -2.431 1.877
F1 4.558 0.854 3.143
C6 -4.190 -0.268 2.902
C7 2.227 1.212 3.086
H4 -2.927 2.854 2.670
C8 3.308 0.356 2.921
H5 -1.076 1.612 1.602
C9 -2.987 1.779 2.546
H6 -3.053 -2.096 2.623
C10 -0.187 -4.968 -1.350
H7 -1.153 -5.244 -1.785
C11 -3.043 -0.998 2.518
C12 -4.156 1.130 2.921
C13 -0.929 -1.655 -0.252
N1 -0.866 -2.643 -1.137
H8 4.015 -1.639 2.428
H9 2.350 2.246 3.416
H10 0.485 -4.780 -2.192
C14 -0.328 -3.757 -0.527
C15 -0.570 -1.266 2.147
N2 -0.533 -2.108 0.987
H11 0.074 1.262 3.230
H12 -0.708 -1.869 3.091
H13 -5.045 1.681 3.199
H14 0.188 -5.821 -0.803
H15 0.395 -4.011 1.547
C16 -1.911 1.055 2.023
C17 -0.064 -3.426 0.785

As for the total energy: -23569.305 eV. As for the SMILES: Cc1cn([C@H](c2ccccc2)c2ccc(F)cc2)cn1. The HOMO-LUMO gap comes out at 0.3370 Eh. The calculation puts the relative energy (zero: lowest compared OMol25 entry of this formula, charge and spin) at 5.8 kcal per mole. The highest occupied orbital energy comes out at -8.532 eV. The calculation puts the lowest unoccupied orbital energy at 0.02345 Ha.